The following is a DFT calculation (wB97M-V/def2-TZVPD) of a structure of composition C4H7NOS.

## Properties
- F_max (eV/Å) = 4.08
- energy relative to the best compared isomer or geometry (same formula, charge and spin) (kcal per mole) = 39.68
- HOMO energy (eV) = -8.79
- E_LUMO (eV) = 0.3
- calculated total energy (eV) = -18632.8291

Cartesian coordinates (Å):
C (1.4750, 0.9255, 0.0722)
C (0.3632, -0.1536, -0.0362)
C (-0.3971, -0.0113, 1.3151)
C (-0.5201, 0.0286, -1.2238)
N (2.5755, 0.1819, 0.2390)
O (1.3005, 2.1080, -0.1030)
S (1.7638, -1.3873, -0.1010)
H (-0.5301, -0.9726, 1.6729)
H (-1.1957, 0.7468, 1.1445)
H (0.3163, 0.4007, 1.9852)
H (-1.0389, -0.7796, -1.5201)
H (0.2195, 0.2520, -2.0155)
H (-1.2844, 0.8448, -1.1472)
H (3.4811, 0.3351, 0.4822)

Forces on atoms 1 to 3 (eV/Å):
C -1.4613 1.1929 -1.5558
C 0.5717 1.2406 1.4648
C 1.1324 1.3262 -1.8376

=====

The following is a DFT calculation (wB97M-V/def2-TZVPD) of the molecule C4H7NOS.

## Properties
- F_max (eV/Å) = 4.60
- energy relative to the best compared isomer or geometry (same formula, charge and spin) (kcal per mole) = 27.71
- HOMO energy (eV) = -8.24
- E_LUMO (eV) = 0.3
- calculated total energy (eV) = -18633.3481

Cartesian coordinates (Å):
N (-1.1218, 1.4211, -0.0479)
C (-1.7052, 0.2151, -0.0885)
S (-3.2955, -0.0512, 0.1754)
C (-0.7960, -0.9966, -0.3500)
C (0.4092, -1.2403, -0.0003)
C (1.4276, -0.2317, 0.5950)
O (1.6768, 0.9156, -0.1929)
H (-1.6619, 2.2908, 0.0666)
H (-0.1438, 1.5013, -0.3349)
H (-1.2986, -1.7633, -0.9766)
H (0.8254, -2.1770, -0.2575)
H (1.0140, 0.1649, 1.5196)
H (2.4140, -0.7129, 0.8343)
H (2.2558, 0.6641, -0.9424)

Forces on atoms 1 to 3 (eV/Å):
N 0.3935 0.5945 -0.2733
C 0.8871 -0.5083 -0.0052
S -0.3999 -0.0505 0.0259

=====

The following is a DFT calculation (wB97M-V/def2-TZVPD) of the molecule C4H7NOS.

## Properties
- F_max (eV/Å) = 2.72
- energy relative to the best compared isomer or geometry (same formula, charge and spin) (kcal per mole) = 55.25
- HOMO energy (alpha / beta) (eV) = -8.28 / -8.28
- E_LUMO (alpha / beta) (eV) = -0.2 / -0.2
- calculated total energy (eV) = -18632.1538

Cartesian coordinates (Å):
C (1.4593, 0.1465, 1.4715)
C (0.6565, 1.1827, 1.2948)
O (0.7320, 2.4018, 1.8115)
N (-0.4119, 0.9165, 0.4113)
S (-1.8377, 1.7378, 0.6142)
C (-0.1140, -0.0327, -0.4311)
C (-1.1761, -0.6219, -1.2854)
H (2.3345, 0.2653, 2.0923)
H (1.2314, -0.8541, 1.1844)
H (-0.1231, 2.8424, 1.6076)
H (0.9087, -0.2608, -0.6611)
H (-1.6495, -1.4644, -0.7762)
H (-0.7730, -0.9754, -2.2306)
H (-1.9570, 0.1184, -1.4676)

Forces on atoms 1 to 3 (eV/Å):
C 1.6278 0.4177 2.0187
C 0.4539 -0.2153 0.1748
O 0.1548 -0.0582 -0.0424

=====

The following is a DFT calculation (wB97M-V/def2-TZVPD) of the molecule C4H7NOS.

## Properties
- F_max (eV/Å) = 3.79
- energy relative to the best compared isomer or geometry (same formula, charge and spin) (kcal per mole) = 32.96
- HOMO energy (eV) = -8.97
- E_LUMO (eV) = 0.6
- calculated total energy (eV) = -18633.1202

Cartesian coordinates (Å):
N (-1.2389, -0.7792, -1.1691)
C (-0.2321, -0.2518, -0.4558)
C (0.9878, 0.0888, -0.8989)
C (2.1232, 0.1577, 0.0796)
O (3.3087, 0.4077, -0.2322)
C (-0.6729, -0.1523, 1.0454)
S (-1.8889, 1.0914, 1.4522)
H (-1.3079, -0.6511, -2.1230)
H (-2.2450, -0.8003, -0.7680)
H (1.2903, -0.0470, -1.9128)
H (1.9020, 0.0201, 1.1310)
H (-1.1898, -1.0842, 1.2098)
H (0.2252, -0.0941, 1.6171)
H (-1.0617, 2.0944, 1.0247)

Forces on atoms 1 to 3 (eV/Å):
N -3.4131 -0.5189 1.5690
C -1.2234 0.3610 2.1548
C 1.6604 -0.4991 1.6574

=====

The following is a DFT calculation (wB97M-V/def2-TZVPD) of the molecule C4H7NOS.

## Properties
- F_max (eV/Å) = 4.14
- energy relative to the best compared isomer or geometry (same formula, charge and spin) (kcal per mole) = 55.17
- HOMO energy (eV) = -8.08
- E_LUMO (eV) = -0.2
- calculated total energy (eV) = -18632.1570

Cartesian coordinates (Å):
N (1.1196, -0.5134, -1.2764)
C (0.3794, 0.5780, -1.5409)
S (0.7460, 1.5967, -2.8947)
C (-0.6785, 0.9498, -0.4953)
C (-0.9310, 0.5693, 0.7568)
C (-0.1250, -0.2571, 1.6286)
O (0.1957, -1.4744, 0.7972)
H (1.9302, -0.7062, -1.8138)
H (0.7558, -1.0917, -0.4836)
H (-1.3870, 1.6225, -0.9486)
H (-1.6624, 1.0275, 1.3031)
H (0.9277, 0.1440, 2.0398)
H (-0.6173, -0.6107, 2.6338)
H (-0.6533, -1.8344, 0.2941)

Forces on atoms 1 to 3 (eV/Å):
N -1.6345 1.0141 0.1428
C 1.4250 0.6486 -0.3938
S -0.9070 -1.1302 1.9315

=====

The following is a DFT calculation (wB97M-V/def2-TZVPD) of a cluster of 2 separate species, C4H7NOS in total.

## Properties
- F_max (eV/Å) = 5.13
- energy relative to the best compared isomer or geometry (same formula, charge and spin) (kcal per mole) = 112.07
- HOMO energy (alpha / beta) (eV) = -7.04 / -7.66
- E_LUMO (alpha / beta) (eV) = -0.7 / 0.1
- calculated total energy (eV) = -18629.6896

Cartesian coordinates (Å):
C (-0.5964, 0.7626, 2.0530)
C (0.1127, 1.2625, 1.0401)
C (-0.0149, 0.8353, -1.8275)
C (0.0203, -0.4796, -2.4758)
N (1.1936, 0.8469, 0.3198)
O (-0.5808, 1.8395, -1.9240)
S (1.7113, -0.7017, 0.7977)
H (-1.2768, 1.5861, 2.4846)
H (-0.3132, -0.0875, 2.6504)
H (-0.2783, 2.2169, 0.6900)
H (0.3106, -1.2018, -1.8560)
H (0.9525, -0.5416, -3.2070)
H (-0.8705, -0.6476, -2.9696)
H (2.6796, -0.6942, -0.1986)

Forces on atoms 1 to 3 (eV/Å):
C -0.7382 1.8006 1.5122
C -0.4270 1.0394 -0.9244
C 0.7248 0.0392 1.5976

=====

The following is a DFT calculation (wB97M-V/def2-TZVPD) of a cluster of 2 separate species, C4H7NOS in total.

## Properties
- F_max (eV/Å) = 6.30
- energy relative to the best compared isomer or geometry (same formula, charge and spin) (kcal per mole) = 79.96
- HOMO energy (alpha / beta) (eV) = -8.87 / -8.88
- E_LUMO (alpha / beta) (eV) = -0.6 / -0.6
- calculated total energy (eV) = -18631.0824

Cartesian coordinates (Å):
C (-1.2885, 1.2260, -0.0191)
C (-2.1882, 0.0277, 0.2399)
C (0.3737, -0.1977, -0.1035)
C (1.5225, -0.9082, -0.7765)
N (-0.0692, 1.0037, -0.1977)
O (1.2603, -0.2049, 1.7754)
S (-1.0315, -1.3202, 0.2448)
H (-1.6722, 2.2269, 0.0418)
H (-2.6838, 0.1227, 1.2005)
H (-2.7291, -0.1324, -0.6441)
H (1.7342, -1.6260, 0.0659)
H (2.4222, -0.2835, -0.9302)
H (1.0776, -1.4315, -1.6795)
H (0.3836, -0.3224, 2.1721)

Forces on atoms 1 to 3 (eV/Å):
C -0.9700 -0.6016 0.7010
C 1.9463 0.5961 0.6001
C 1.7672 -5.0064 3.3966

=====

The following is a DFT calculation (wB97M-V/def2-TZVPD) of a cluster of 2 separate species, C4H7NOS2 in total.

## Properties
- F_max (eV/Å) = 10.94
- energy relative to the best compared isomer or geometry (same formula, charge and spin) (kcal per mole) = 146.77
- HOMO energy (eV) = -9.29
- E_LUMO (eV) = -0.8
- calculated total energy (eV) = -29463.4258

Cartesian coordinates (Å):
C (1.1149, 0.5246, 0.8076)
C (0.4439, -0.5825, 0.0473)
C (-1.1070, -0.3418, -0.6066)
C (-1.8925, -1.4580, -1.1252)
H (2.1337, 2.6784, 0.4763)
H (0.7713, 0.7267, 1.9252)
H (2.2573, 0.0940, 0.9744)
H (0.8779, -0.8282, -0.8583)
H (0.4583, -1.0833, 2.3240)
H (-1.7937, 0.3674, 0.0840)
H (-1.4899, 1.5800, -1.3949)
N (-2.9129, -2.0752, -1.5880)
O (-0.7839, 0.4413, -1.7512)
S (1.4459, 1.9295, -0.3675)
S (0.4767, -1.9730, 1.0530)

Forces on atoms 1 to 3 (eV/Å):
C 3.7086 0.2169 0.8206
C -4.2259 0.5108 0.3724
C 1.3006 2.9626 2.0266

=====

The following is a DFT calculation (wB97M-V/def2-TZVPD) of the molecule C4H7NOS2.

## Properties
- F_max (eV/Å) = 2.87
- energy relative to the best compared isomer or geometry (same formula, charge and spin) (kcal per mole) = 42.50
- HOMO energy (eV) = -8.63
- E_LUMO (eV) = 0.2
- calculated total energy (eV) = -29467.9475

Cartesian coordinates (Å):
C (-1.3512, -0.6069, 0.4562)
C (-0.0665, -0.4442, 0.1195)
C (1.0754, -0.7339, 1.0434)
O (0.7074, -0.7353, 2.4098)
C (0.3592, -0.1651, -1.2291)
S (1.3209, -1.1391, -2.1427)
N (-0.0673, 0.9960, -1.7804)
S (-0.6760, 2.3247, -0.8573)
H (-2.1179, -0.3420, -0.1739)
H (-1.5472, -0.9759, 1.4353)
H (1.9053, -0.0323, 0.9229)
H (1.4705, -1.7474, 0.8840)
H (0.7591, 0.1870, 2.7518)
H (0.2031, 1.2512, -2.7344)
H (-1.9749, 2.1633, -1.1052)

Forces on atoms 1 to 3 (eV/Å):
C 2.7239 -0.0150 0.9056
C -0.6975 -0.8730 0.7655
C 0.5307 -0.6192 1.0605

=====

The following is a DFT calculation (wB97M-V/def2-TZVPD) of a structure of composition C4H7NOSi.

## Properties
- F_max (eV/Å) = 2.65
- energy relative to the best compared isomer or geometry (same formula, charge and spin) (kcal per mole) = 103.49
- HOMO energy (eV) = -9.64
- E_LUMO (eV) = 0.1
- calculated total energy (eV) = -15673.0588

Cartesian coordinates (Å):
C (0.6953, 2.8480, -1.0666)
C (0.0716, 1.8768, -0.7797)
C (-0.7472, 0.8255, -0.1745)
C (-0.8517, -0.3713, -0.9649)
N (0.4455, -0.9988, 1.8429)
O (-1.0774, 0.9862, 1.0046)
Si (0.7662, -1.6329, 0.2918)
H (1.2110, 3.7883, -1.1438)
H (-0.7407, -0.1990, -2.1227)
H (-1.9148, -0.7957, -0.7917)
H (0.0945, -1.7443, 2.4506)
H (-0.3180, -0.1762, 1.7420)
H (0.1982, -3.1720, -0.0570)
H (2.1674, -1.2345, -0.2310)

Forces on atoms 1 to 3 (eV/Å):
C 0.7456 1.4079 -0.0835
C -0.7123 -0.3059 0.6500
C 1.3101 0.5807 -0.2960

=====

The following is a DFT calculation (wB97M-V/def2-TZVPD) of a structure of composition C4H7NP.

## Properties
- F_max (eV/Å) = 4.04
- charge = +1
- energy relative to the best compared isomer or geometry (same formula, charge and spin) (kcal per mole) = 37.78
- HOMO energy (eV) = -14.74
- E_LUMO (eV) = -5.6
- calculated total energy (eV) = -15029.6985

Cartesian coordinates (Å):
C (-2.6306, -1.0295, 0.5472)
C (-2.5220, -0.4816, -0.5312)
C (1.5633, 0.5729, -0.5220)
C (0.9767, -0.6571, 0.2209)
N (0.7695, 1.4511, 0.2493)
P (-0.1320, 0.4555, 1.1736)
H (-2.7867, -1.5152, 1.4228)
H (-2.4337, -0.0519, -1.4839)
H (2.6502, 0.7519, -0.4623)
H (1.3450, 0.7844, -1.6570)
H (0.5873, -1.6266, -0.0918)
H (1.8008, -1.1200, 0.9507)
H (0.8124, 2.4659, 0.1836)

Forces on atoms 1 to 3 (eV/Å):
C 0.4834 1.8786 -3.5412
C 0.0174 -1.0073 2.0526
C 0.2540 -0.4534 -3.2131

=====

The following is a DFT calculation (wB97M-V/def2-TZVPD) of a cluster of 2 separate species, C4H7NS in total.

## Properties
- F_max (eV/Å) = 2.55
- energy relative to the best compared isomer or geometry (same formula, charge and spin) (kcal per mole) = 95.43
- HOMO energy (eV) = -8.10
- E_LUMO (eV) = 1.0
- calculated total energy (eV) = -16582.7931

Cartesian coordinates (Å):
C (-1.1663, -0.7717, 2.2503)
C (0.0043, -1.2264, 1.8714)
S (0.4387, -1.1894, 0.1131)
N (-0.8716, -0.3752, -0.7154)
H (-1.5323, -0.8148, 3.2669)
H (-1.7460, -0.2201, 1.4973)
H (0.5855, -1.9269, 2.4733)
H (-1.6251, -1.1249, -0.8991)
H (-0.4752, 0.1330, -1.5264)
C (1.6947, 0.4753, -2.8433)
C (1.1496, 0.9935, -1.9119)
H (2.0146, -0.0776, -3.6860)
H (0.8921, 1.5146, -0.9920)

Forces on atoms 1 to 3 (eV/Å):
C -0.7580 1.1185 0.0408
C -0.4242 -0.7491 -1.4748
S 0.2071 -0.0446 0.1262